DFT (ωB97M-V/def2-TZVPD) results for a gas-phase ion, C3H10NS (charge +1) in a non-equilibrium geometry.

## Properties
Energy relative to the best compared isomer or geometry (same formula, charge and spin), kJ/mol: 196.0
Net charge: +1
Highest occupied orbital energy, eV: -14.467

```
15
Properties=species:S:1:pos:R:3:lowdin_charge:R:1
C 1.583 -0.362 -0.067 -0.36
N 2.648 0.270 0.532 0.04
H 1.609 -0.278 -1.149 0.09
H 1.499 -1.383 0.299 0.10
H 2.626 1.281 0.439 0.11
H 2.802 0.046 1.507 0.11
C -0.835 0.153 -1.535 -0.20
S -0.267 0.416 0.329 0.95
C -2.102 -0.108 1.151 -0.11
H -0.116 0.772 -2.062 0.04
H -1.839 0.550 -1.573 0.04
H -0.718 -0.910 -1.721 0.06
H -1.850 -0.104 2.203 0.03
H -2.699 0.752 0.871 0.05
H -2.341 -1.094 0.775 0.05
```